Formula: C2H4N2S
Source: the Open Molecules 2025 dataset
Level of theory: ωB97M-V/def2-TZVPD

Results
Gap between HOMO and LUMO: 8.75 eV
Structure (SMILES): C=NNC=S
Strongest force on any atom: 4.8 eV/Å
Charge: 0

Structure (XYZ):
```
9
Properties=species:S:1:pos:R:3:forces:R:3:lowdin_charge:R:1
H -1.884476 -0.475423 0.903309 -1.62 -0.28 0.11 0.038
H 1.437417 0.252963 -0.209724 0.30 0.99 1.96 -0.099
H 2.376683 -0.301280 -1.662730 -1.53 -0.03 -0.06 0.084
C -0.978212 -0.114665 0.520248 0.41 -0.59 -2.78 -0.710
N -0.802130 -0.379919 -0.813504 -3.72 -0.18 -1.66 -0.150
S 0.074849 0.553406 1.468382 1.59 1.19 2.61 0.738
C 1.388982 -0.148677 -1.146745 -0.32 -1.88 -3.41 -0.038
N 0.232432 -0.529829 -1.654122 4.54 1.24 1.15 -0.025
H -1.603939 -0.382457 -1.492613 0.36 -0.44 2.07 0.160
```
Forces are in eV/Å.



Formula: C2H4N2S
Source: the Open Molecules 2025 dataset
Level of theory: ωB97M-V/def2-TZVPD

Results
Gap between HOMO and LUMO (alpha / beta): 9.29 / 7.97 eV
Strongest force on any atom: 3.4 eV/Å
Charge: 0

Structure (XYZ):
```
9
Properties=species:S:1:pos:R:3:forces:R:3:lowdin_charge:R:1
H -0.402526 1.977802 1.112093 -1.50 -0.86 -1.11 0.010
C 0.645944 -0.349281 -1.126348 -0.37 0.29 -1.61 -0.413
C 0.706668 -0.497995 0.226971 2.91 1.15 1.32 -0.653
H -1.093032 -2.047056 0.154965 1.83 0.54 1.46 -0.012
N 0.642618 -0.181974 -2.268222 -0.12 0.05 -0.37 0.157
H -1.078115 1.598016 -0.387218 0.08 0.16 0.61 -0.032
H 1.760833 -0.161534 0.590511 -2.17 -0.48 -0.08 0.114
S 0.018761 -1.765778 1.067134 -2.35 -1.44 -0.62 0.781
N -1.201150 1.427800 0.630113 1.68 0.61 0.41 0.047
```
Forces are in eV/Å.



Formula: C2H4N2S
Source: the Open Molecules 2025 dataset
Level of theory: ωB97M-V/def2-TZVPD

Results
Gap between HOMO and LUMO (alpha / beta): 8.07 / 8.04 eV
Strongest force on any atom: 4.5 eV/Å
Charge: 0

Structure (XYZ):
```
9
Properties=species:S:1:pos:R:3:forces:R:3:lowdin_charge:R:1
H -2.637797 1.881492 1.168594 -1.19 1.40 0.55 0.044
C 0.640937 -1.938443 0.858256 -1.41 -3.77 1.26 -0.261
N -2.205219 0.388926 0.001494 -0.04 0.39 0.87 -0.539
S -1.688303 -0.909383 -0.714772 2.89 -0.55 0.67 0.811
C -1.871341 1.239105 0.890668 -1.21 -1.54 -2.02 -0.087
H -0.943978 1.337354 1.334311 2.06 -0.17 0.77 0.046
H -0.209082 -2.648921 0.966729 0.47 0.03 0.95 0.046
H 1.572609 -2.234479 1.388804 -0.21 0.78 -0.46 0.074
N 0.476629 -1.108172 -0.013434 -1.35 3.43 -2.60 -0.135
```
Forces are in eV/Å.



Formula: C2H4N2S
Source: the Open Molecules 2025 dataset
Level of theory: ωB97M-V/def2-TZVPD

Results
Gap between HOMO and LUMO: 10.28 eV
Structure (SMILES): N#C[C@@H](N)S
Strongest force on any atom: 2.9 eV/Å
Charge: 0

Structure (XYZ):
```
9
Properties=species:S:1:pos:R:3:forces:R:3:lowdin_charge:R:1
H 1.958623 -0.924012 -0.243066 -1.02 0.19 0.73 0.093
N 0.965923 -0.903781 -0.514817 1.16 -0.71 -1.26 -0.024
S 0.365368 1.700516 -0.129167 -1.97 0.05 1.65 0.628
H 0.207911 -0.411599 1.339133 0.33 0.34 0.04 0.119
C 0.043979 -0.178987 0.288621 2.17 1.83 -0.30 -0.684
H 1.040546 -0.617179 -1.499304 -0.83 -0.06 0.55 0.081
C -1.335638 -0.410040 0.074984 -1.76 -0.64 -0.05 -0.298
H -0.776293 2.322965 0.538088 1.79 -1.06 -1.03 -0.083
N -2.470422 -0.577880 0.145525 0.13 0.06 -0.33 0.169
```
Forces are in eV/Å.



Formula: C2H4N2S2
Source: the Open Molecules 2025 dataset
Level of theory: ωB97M-V/def2-TZVPD

Results
Gap between HOMO and LUMO: 8.73 eV
Strongest force on any atom: 5.1 eV/Å
Charge: 0

Structure (XYZ):
```
10
Properties=species:S:1:pos:R:3:forces:R:3:lowdin_charge:R:1
H 1.095952 -2.286346 1.556942 0.42 1.65 0.36 0.071
C 0.503970 -0.822478 0.507724 3.26 3.84 -0.72 -0.865
H -2.285870 0.792962 -1.276104 1.16 0.18 0.50 0.037
C -1.367079 0.868156 -0.626159 0.62 0.14 -0.19 -0.654
H -1.510693 1.732674 0.186005 0.69 -2.24 -1.66 0.095
S -1.123241 -0.914030 -0.035513 -2.09 -0.24 0.46 0.839
S 0.287984 0.953720 -1.615186 -1.09 0.00 2.94 0.742
N 1.396226 -1.298847 1.290435 -1.90 -3.58 -0.21 0.061
H 1.994713 0.567478 0.079358 -0.02 -0.15 -0.19 0.072
N 1.008037 0.406711 -0.067503 -1.04 0.41 -1.29 -0.399
```
Forces are in eV/Å.



Formula: C2H4N2S2
Source: the Open Molecules 2025 dataset
Level of theory: ωB97M-V/def2-TZVPD

Results
Gap between HOMO and LUMO: 8.14 eV
Structure (SMILES): NC(=S)/C=N/S
Strongest force on any atom: 4.4 eV/Å
Charge: 0

Structure (XYZ):
```
10
Properties=species:S:1:pos:R:3:forces:R:3:lowdin_charge:R:1
H 0.424531 1.695644 0.184778 2.92 -1.21 -1.19 0.163
H 2.257251 1.464799 -0.166121 0.54 0.66 0.13 0.073
C 1.183142 -0.194331 -0.063407 0.77 -0.46 0.27 -0.930
S 2.490793 -1.187796 -0.120428 -0.04 -0.39 -0.09 0.640
H -3.366278 0.429712 0.140615 0.30 -1.51 -0.38 -0.113
C -0.185352 -0.770122 0.076106 -0.77 1.33 -0.02 -0.328
S -2.711616 -0.778931 -0.152355 0.17 2.59 0.64 0.688
N 1.324762 1.132085 -0.137584 -4.22 0.79 1.07 0.049
H -0.254348 -1.870150 0.314931 -0.01 1.21 -0.49 0.107
N -1.162881 0.079089 -0.076536 0.35 -3.01 0.07 -0.348
```
Forces are in eV/Å.



Formula: C2H4N2S2
Source: the Open Molecules 2025 dataset
Level of theory: ωB97M-V/def2-TZVPD

Results
Gap between HOMO and LUMO (alpha / beta): 5.63 / 8.09 eV
Strongest force on any atom: 2.8 eV/Å
Charge: 0

Structure (XYZ):
```
10
Properties=species:S:1:pos:R:3:forces:R:3:lowdin_charge:R:1
S -0.038039 2.332505 0.070486 0.78 0.77 -0.08 0.779
H 1.218907 -1.308380 -1.169770 -0.02 0.29 0.27 0.086
H -0.692424 -1.377670 0.317661 1.25 1.69 0.28 0.147
S 2.668818 -0.151949 0.191811 0.70 0.43 -0.09 0.630
C 0.060978 -0.506833 0.441650 0.67 -1.30 0.34 -0.314
N -1.831648 0.418089 -0.274061 0.31 -1.03 -0.26 0.076
N 1.280711 -0.791383 -0.295097 -0.72 -0.35 -0.25 -0.573
H -2.445240 1.003521 -0.757375 -1.03 2.00 -0.41 0.020
H 0.415238 -0.391169 1.460284 -0.28 -0.21 0.41 0.083
C -0.637297 0.773272 0.014415 -1.67 -2.30 -0.20 -0.935
```
Forces are in eV/Å.



Formula: C2H4N2S2
Source: the Open Molecules 2025 dataset
Level of theory: ωB97M-V/def2-TZVPD

Results
Gap between HOMO and LUMO (alpha / beta): 7.95 / 6.50 eV
Multiplicity: 3
Strongest force on any atom: 5.2 eV/Å
Charge: 0

Structure (XYZ):
```
10
Properties=species:S:1:pos:R:3:forces:R:3:lowdin_charge:R:1
S 0.518888 -1.279353 0.050223 0.17 0.91 -1.00 0.826
C 0.699820 0.291410 -1.094886 2.02 -2.22 -1.91 -0.418
H -0.964802 0.429894 1.763364 0.15 -2.88 -2.03 0.169
N -1.352351 0.464183 -0.380842 0.04 -3.19 1.72 -0.880
H 1.225392 -0.014317 -2.090049 -1.27 0.11 1.44 0.113
N -0.550073 0.849357 -1.303791 2.28 1.22 -2.79 -0.060
C -1.013382 -0.609414 0.517277 -1.17 3.24 3.86 -0.652
H 1.424013 0.997789 -0.750712 0.36 0.58 1.16 0.068
H -1.958628 -1.176775 0.788120 1.75 0.27 -0.44 0.065
S -2.800547 1.023536 -0.342024 -4.33 1.97 -0.01 0.770
```
Forces are in eV/Å.



Formula: C2H4N2S3
Source: the Open Molecules 2025 dataset
Level of theory: ωB97M-V/def2-TZVPD

Results
Gap between HOMO and LUMO: 8.60 eV
Structure (SMILES): S[C@H]1SC=NN1S
Strongest force on any atom: 4.6 eV/Å
Charge: 0

Structure (XYZ):
```
11
Properties=species:S:1:pos:R:3:forces:R:3:lowdin_charge:R:1
S 1.878754 0.134192 0.275361 0.22 0.49 -0.06 0.881
N -0.671088 0.397276 0.266929 -2.59 1.63 0.31 -0.591
S -2.375861 -0.148312 0.148329 0.47 0.85 -0.16 0.742
H 1.569269 1.950933 -1.377663 0.69 1.31 -0.81 0.056
N -0.185113 1.349345 -0.565158 -1.45 1.28 -1.31 -0.052
H 0.324537 -0.837510 1.685149 -0.79 0.30 -1.16 0.073
S 0.033348 -2.221859 -0.291595 0.93 -0.14 -0.46 0.598
H -3.225505 0.865841 0.668398 1.73 -0.67 -0.20 -0.107
C 0.245860 -0.563941 0.589423 2.40 -3.12 2.47 -1.027
H 1.337070 -2.347982 -0.763231 -1.16 0.28 0.41 -0.135
C 1.068725 1.422012 -0.635940 -0.46 -2.22 0.96 -0.439
```
Forces are in eV/Å.



Formula: C2H4N2S3
Source: the Open Molecules 2025 dataset
Level of theory: ωB97M-V/def2-TZVPD

Results
Gap between HOMO and LUMO: 8.71 eV
Structure (SMILES): N#[N+][S-].C=C(S)S
Strongest force on any atom: 6.3 eV/Å
Charge: 0

Structure (XYZ):
```
11
Properties=species:S:1:pos:R:3:forces:R:3:lowdin_charge:R:1
S 3.503980 -0.081087 0.621564 4.38 -0.71 4.47 0.766
S -0.134037 0.273746 1.780946 0.59 -0.18 1.06 0.636
C -1.680856 0.556247 -0.386242 -1.02 -2.19 -3.18 -0.114
H -2.203115 1.442628 -0.149590 0.34 1.01 1.13 0.046
N 1.700083 0.152485 -1.185752 -0.12 0.50 -1.13 0.117
H -2.069807 0.190952 -1.385688 0.49 0.25 1.10 0.077
S -0.245463 -1.782527 -0.472556 0.41 0.59 -0.71 0.677
N 2.463533 -0.053839 -0.398310 -2.95 1.38 -3.49 -0.821
H -1.131066 0.596326 2.685101 0.13 -0.37 -1.24 -0.120
C -0.824057 -0.258372 0.211062 -0.93 1.28 1.35 -1.135
H 0.620804 -1.036560 -1.320532 -1.32 -1.57 0.63 -0.130
```
Forces are in eV/Å.